(1)
C5H4N2 | ωB97M-V/def2-TZVPD

Results
HOMO	-7.73	eV
energy above the lowest of the compared OMol25 structures with the same formula, charge and spin	147.90	kcal/mol
charge	0

Geometry as XYZ:
```
11
C5H4N2 | the OMol25 dataset | ωB97M-V/def2-TZVPD
C 2.3550 -0.0802 -0.3099
C 1.2976 -0.3078 0.2560
C 0.1582 -0.6023 1.0268
C -1.0529 -1.0226 0.5109
N -1.5753 -0.1692 -0.3891
N -0.9292 0.9893 -0.5812
C 0.1531 0.9827 0.1337
H 3.0844 0.3119 -0.9767
H -1.6904 -1.8377 0.8478
H -2.5348 -0.1787 -0.6910
H 0.7343 1.9145 0.1727
```

***

(2)
C5H4N2 | ωB97M-V/def2-TZVPD

Results
structure (SMILES)	C#Cc1ccn[nH]1
HOMO (alpha / beta)	-8.83 / -8.83	eV
energy above the lowest of the compared OMol25 structures with the same formula, charge and spin	127.06	kcal/mol
charge	0

Geometry as XYZ:
```
11
C5H4N2 | the OMol25 dataset | ωB97M-V/def2-TZVPD
C 2.1065 0.1350 -0.2824
C 1.5434 -0.7185 0.3868
C 0.1517 -0.7053 0.7896
C -0.7759 -1.0702 -0.1835
C -1.3349 0.1501 -0.5849
N -0.9173 1.1686 0.1725
N -0.1418 0.6047 1.0963
H 1.6378 0.9428 -0.8485
H -0.8760 -2.0372 -0.6541
H -1.9322 0.3479 -1.4644
H 0.5387 1.1819 1.5726
```

***

(3)
C5H4N2 | ωB97M-V/def2-TZVPD

Results
HOMO (alpha / beta)	-7.93 / -7.93	eV
energy above the lowest of the compared OMol25 structures with the same formula, charge and spin	156.07	kcal/mol
charge	0

Geometry as XYZ:
```
11
C5H4N2 | the OMol25 dataset | ωB97M-V/def2-TZVPD
C -1.1716 -1.4552 1.0510
C -0.0854 -0.8703 0.7838
C 1.1099 -0.1382 1.0475
C 1.0840 1.0665 0.4501
N 0.2239 1.3732 -0.6215
N -0.2900 0.3754 -1.3376
C -0.3985 -0.7712 -0.7420
H -2.0871 -1.9911 1.2084
H 1.7734 1.8708 0.6913
H 0.4411 2.1853 -1.1881
H -0.5996 -1.6451 -1.3429
```

***

(4)
C5H4N2 | ωB97M-V/def2-TZVPD

Results
structure (SMILES)	C=CC(C#N)C#N
HOMO	-11.15	eV
energy above the lowest of the compared OMol25 structures with the same formula, charge and spin	45.30	kcal/mol
charge	0

Geometry as XYZ:
```
11
C5H4N2 | the OMol25 dataset | ωB97M-V/def2-TZVPD
C 2.2246 -1.0048 0.0919
C 1.1437 -0.4224 -0.3915
C -0.1013 -0.0370 0.4242
C -1.3412 -0.7480 0.0475
C -0.2043 1.3335 0.0864
H 2.8364 -1.3153 -0.7544
H 2.4176 -1.5313 1.1042
H 1.0520 0.0068 -1.3968
H -0.0289 -0.1926 1.5017
N -2.2990 -1.2793 -0.1953
N -0.0733 2.4657 -0.0912
```